Formula: C28H35BBr31ClFN2O6S2
Source: the Open Molecules 2025 dataset
Level of theory: ωB97M-V/def2-TZVPD

```
107
C28H35BBr31ClFN2O6S2 | the Open Molecules 2025 dataset | ωB97M-V/def2-TZVPD
C -4.577 -4.558 -2.061
C -3.836 -3.232 -2.436
O -4.045 -2.269 -1.740
O -3.002 -3.085 -3.536
C -1.632 -3.449 -3.236
C -0.587 -2.327 -3.561
C -0.871 -0.922 -2.894
C 0.177 -0.487 -1.816
O 1.524 -0.915 -2.160
O 0.357 0.919 -1.789
B 0.624 1.410 -0.408
C 2.175 1.387 0.147
C 3.006 2.655 -0.166
O 3.779 2.612 -1.080
Cl 2.958 4.233 0.763
C -0.248 2.805 -0.302
C -1.089 3.137 -1.596
F -1.206 2.734 0.793
O -0.011 0.298 0.386
C -0.048 -0.921 -0.245
Br 1.581 -2.144 0.091
C -1.224 -1.882 0.125
C -2.297 -1.248 1.075
C -3.040 0.003 0.472
S -4.867 -0.031 0.863
C -5.403 1.545 0.102
S -6.093 2.760 0.971
N -5.145 1.656 -1.317
C -4.607 2.737 -2.039
C -4.569 2.201 -3.374
N -5.085 0.877 -3.475
C -5.424 0.617 -2.193
H -4.325 -5.428 -2.710
H -5.673 -4.305 -2.066
H -4.333 -4.753 -0.980
H -1.521 -3.875 -2.195
H -1.385 -4.315 -3.921
H 0.427 -2.750 -3.356
H -0.641 -2.170 -4.677
H -0.826 -0.146 -3.710
H -1.929 -0.902 -2.523
H 1.657 -0.584 -3.072
H 2.116 1.180 1.248
H 2.730 0.525 -0.303
H 0.371 3.723 -0.104
H -1.919 2.408 -1.768
H -0.434 3.272 -2.497
H -1.590 4.142 -1.439
H -0.795 -2.760 0.665
H -1.752 -2.301 -0.765
H -3.077 -2.049 1.257
H -1.877 -1.006 2.083
H -2.876 0.064 -0.631
H -2.657 0.908 1.016
H -4.314 3.715 -1.616
H -4.174 2.798 -4.243
H -5.846 -0.336 -1.800
C 1.673 2.437 4.547
Br 3.595 2.431 4.299
Br 1.117 3.811 5.797
Br 0.731 2.570 2.871
H 1.408 1.482 4.987
C 4.306 -2.107 -5.053
Br 2.966 -0.853 -5.668
Br 3.781 -2.962 -3.403
Br 4.763 -3.399 -6.420
H 5.203 -1.535 -4.843
C 6.322 5.375 2.047
Br 5.574 7.137 2.327
Br 6.860 5.108 0.211
Br 7.766 5.003 3.282
H 5.533 4.659 2.254
C -0.722 6.975 1.375
Br -0.395 5.977 2.999
Br 0.759 6.839 0.137
Br -2.400 6.478 0.550
H -0.804 8.019 1.656
C 3.955 -7.289 -3.667
Br 5.605 -6.618 -2.913
Br 2.406 -6.531 -2.794
Br 3.889 -7.046 -5.585
H 3.932 -8.357 -3.481
C -0.687 -9.409 -2.160
Br -1.480 -7.661 -1.913
Br -0.089 -9.675 -3.983
Br 0.727 -9.746 -0.880
H -1.465 -10.140 -1.971
C -4.667 2.096 -7.330
Br -4.396 3.917 -7.928
Br -4.501 0.830 -8.786
Br -3.513 1.649 -5.847
H -5.688 2.030 -6.967
C 3.463 4.886 8.824
Br 3.578 6.766 8.377
Br 5.211 4.067 8.938
Br 2.426 4.594 10.431
H 2.934 4.395 8.011
C 0.611 -5.342 2.466
Br 2.537 -5.308 2.299
Br -0.032 -3.983 3.684
Br -0.258 -5.226 0.744
H 0.346 -6.303 2.892
C 4.946 3.519 13.973
Br 5.869 5.147 13.485
Br 3.061 3.828 14.275
Br 5.243 2.110 12.683
H 5.368 3.183 14.914
```

Properties
- Highest occupied orbital energy: -6.143 eV
- Max |F|: 3.67 eV Å⁻¹
- Energy: -2253770.9252 eV
- Net charge: -1
- Frontier orbital gap: 7.085 eV

These are the Löwdin partial charges, in e, on atoms 1 to 2: C 0.019; C -0.476

Formula: C28H35BeN5P2S
Source: the Open Molecules 2025 dataset
Level of theory: ωB97M-V/def2-TZVPD

```
72
C28H35BeN5P2S | the Open Molecules 2025 dataset | ωB97M-V/def2-TZVPD
Be 0.810 1.740 1.584
C 1.704 -2.271 -3.161
C 0.429 -1.955 -3.396
C -0.741 -2.763 -2.931
C -0.580 -3.470 -1.561
C 0.184 -2.844 -0.433
C 1.521 -2.815 -0.330
C 2.322 -3.775 -1.133
C 2.177 -3.604 -2.676
C 1.557 2.415 2.989
H 2.503 -1.572 -3.406
H 0.163 -1.144 -4.081
H -0.957 -3.570 -3.659
H -1.631 -2.112 -2.930
H -1.604 -3.590 -1.179
H -0.174 -4.471 -1.750
H -0.436 -2.682 0.459
H 2.070 -2.240 0.416
H 1.995 -4.799 -0.909
H 3.382 -3.705 -0.866
H 3.187 -3.757 -3.087
H 1.522 -4.406 -3.059
H 2.386 3.080 2.686
H 1.945 1.606 3.626
H 0.783 3.027 3.455
P -0.413 0.084 1.866
P -0.698 2.172 -0.672
N 0.516 -1.153 2.619
N -1.648 0.293 3.024
N 0.789 1.560 -1.352
N -1.351 3.169 -1.854
C -1.284 -0.404 0.367
C -1.746 0.699 -0.612
C 1.919 -1.074 2.726
C 2.352 -2.161 3.476
C 1.192 -2.948 3.801
C 0.080 -2.315 3.271
C -1.379 0.823 4.293
C -2.579 1.015 4.942
C -3.625 0.596 4.043
C -3.030 0.159 2.876
C 2.135 1.714 -1.010
C 2.920 1.217 -2.025
C 2.053 0.817 -3.076
C 0.763 0.975 -2.615
C -1.564 3.011 -3.231
C -2.171 4.160 -3.705
C -2.375 5.040 -2.590
C -1.899 4.407 -1.468
H -2.104 -1.099 0.598
H -0.505 -0.925 -0.213
H -1.754 0.288 -1.639
H -2.782 1.033 -0.435
H 2.467 -0.255 2.273
H 3.368 -2.352 3.765
H 1.183 -3.865 4.376
H -0.978 -2.567 3.258
H -0.354 1.016 4.584
H -2.692 1.392 5.946
H -4.684 0.591 4.240
H -3.430 -0.233 1.946
H 2.462 2.243 -0.115
H 4.005 1.084 -2.022
H 2.302 0.404 -4.043
H -0.171 0.652 -3.047
H -1.253 2.116 -3.745
H -2.450 4.362 -4.729
H -2.818 6.024 -2.613
H -1.868 4.706 -0.428
S 0.407 3.563 0.497
C -0.566 4.485 1.550
N -1.259 5.158 2.233
```

Properties
- Highest occupied orbital energy: -5.345 eV
- Max |F|: 7.45 eV Å⁻¹
- Energy above the lowest of the compared OMol25 structures with the same formula, charge and spin: 115.4 kcal/mol
- Energy: -66861.8109 eV
- Frontier orbital gap: 5.129 eV

These are the Löwdin partial charges, in e, on atoms 1 to 2: Be 0.005; C -0.114

Formula: C28H35BiClN9S
Source: the Open Molecules 2025 dataset
Level of theory: ωB97M-V/def2-TZVPD

```
75
C28H35BiClN9S | the Open Molecules 2025 dataset | ωB97M-V/def2-TZVPD
Bi -0.613 0.523 -0.662
N 3.368 3.314 -1.554
C 3.213 3.607 -0.217
C 2.459 2.592 0.286
N 2.173 1.681 -0.706
C 2.730 2.137 -1.796
C 2.696 1.486 -3.108
N 1.818 0.597 -3.504
C 2.165 0.284 -4.801
C 3.271 0.981 -5.181
N 3.603 1.751 -4.091
H 3.816 3.911 -2.226
H 3.615 4.500 0.233
H 2.099 2.463 1.297
H 1.592 -0.421 -5.384
H 3.833 1.008 -6.101
H 4.423 2.326 -4.018
C 2.214 -4.066 -4.244
C 0.864 -4.095 -3.627
N -0.016 -5.024 -3.801
N -1.091 -4.595 -3.060
C -0.899 -3.446 -2.389
S -1.926 -2.630 -1.371
N 0.367 -3.106 -2.799
N 1.035 -1.982 -2.313
H 2.383 -5.014 -4.748
H 2.997 -3.924 -3.498
H 2.291 -3.259 -4.975
H -1.929 -5.146 -3.012
H 2.023 -2.179 -2.236
H 0.892 -1.185 -2.931
C 1.144 -3.273 1.261
C 0.749 -1.871 1.738
C 1.797 -1.302 2.696
C -0.636 -1.860 2.357
C -0.840 -2.700 3.448
C -2.071 -2.815 4.065
C -3.123 -2.055 3.577
C -2.968 -1.158 2.530
C -4.192 -0.351 2.121
C -4.661 -0.638 0.693
C -4.043 1.157 2.361
C -1.696 -1.023 1.903
N -1.534 0.013 1.003
H 2.084 -3.237 0.702
H 0.369 -3.689 0.614
H 1.283 -3.947 2.112
H 0.753 -1.236 0.858
H 1.856 -1.899 3.610
H 1.548 -0.276 2.983
H 2.788 -1.298 2.230
H -0.011 -3.297 3.813
H -2.210 -3.482 4.906
H -4.101 -2.140 4.041
H -4.989 -0.699 2.782
H -3.923 -0.299 -0.034
H -5.602 -0.117 0.491
H -4.821 -1.707 0.537
H -3.280 1.576 1.703
H -3.757 1.367 3.396
H -4.992 1.665 2.160
Cl 0.900 6.002 4.146
C 0.252 5.049 2.835
C -0.297 3.804 3.092
C -0.811 3.049 2.045
C -0.779 3.518 0.730
C -1.280 2.716 -0.436
C -0.240 4.787 0.512
C 0.278 5.553 1.546
H -0.318 3.421 4.105
H -1.218 2.060 2.242
H -0.994 3.211 -1.370
H -2.371 2.623 -0.423
H -0.205 5.179 -0.500
H 0.699 6.533 1.357
```

Properties
- Highest occupied orbital energy: -6.300 eV
- Max |F|: 0.55 eV Å⁻¹
- Energy above the lowest of the compared OMol25 structures with the same formula, charge and spin: 26.8 kcal/mol
- Energy: -72210.7793 eV
- Frontier orbital gap: 6.084 eV

These are the Löwdin partial charges, in e, on atoms 1 to 2: Bi 1.483; N 0.103

Question: Which of these has the lowest highest occupied orbital energy?
Answer: C28H35BiClN9S

Question: Look up the highest occupied orbital energy of the first one.
Answer: -6.143 eV